# 1
Entry from the OMol25 dataset: 2 unconnected molecules or ions with the total composition C2H8Cl2OSi2 at a distorted geometry (ωB97M-V/def2-TZVPD).

Summary:
Relative energy (zero: lowest compared OMol25 entry of this formula, charge and spin) = 327.4 kJ/mol
HOMO-LUMO gap = 9.0 eV
Strongest force on any atom = 11.2 eV/A
M = 175.16 g mol⁻¹
E_HOMO = -10.09 eV
Net charge = 0

Last column: Löwdin charge in e.
Atoms and positions in Å:
C1 1.1998 -0.7625 2.0681  -0.191
C2 0.9213 -0.3405 -0.9622  -0.198
O1 -0.8204 0.8391 0.9001  -0.162
Si1 0.7639 0.4481 0.7386  0.415
Si2 -2.7353 1.3021 -1.5789  0.023
Cl1 -2.0857 0.9373 -3.5345  0.077
Cl2 -4.0757 -0.2471 -1.4499  0.121
H1 2.3209 -0.9256 1.8535  0.060
H2 1.1328 -0.4273 3.0298  -0.023
H3 0.6415 -1.7575 1.8911  0.074
H4 1.1390 -1.4047 -0.8312  0.015
H5 -0.1345 -0.4479 -1.3030  -0.005
H6 1.5977 -0.0080 -1.8549  0.071
H7 1.4051 1.7080 0.7790  -0.021
H8 -1.2704 1.0866 0.2544  -0.255



# 2
Entry from the OMol25 dataset: a molecular structure, C2H8ClN2PS at a distorted geometry (ωB97M-V/def2-TZVPD).

Summary:
Relative energy (zero: lowest compared OMol25 entry of this formula, charge and spin) = 292.5 kJ/mol
HOMO-LUMO gap = 8.7 eV
Strongest force on any atom = 4.8 eV/A
M = 158.59 g mol⁻¹
E_HOMO = -8.44 eV
Net charge = 0

Last column: Löwdin charge in e.
Atoms and positions in Å:
C1 0.9061 -0.7712 -0.1997  -0.243
C2 0.3401 1.3585 -1.1987  -0.231
N1 -2.1091 -0.0963 1.7877  -0.194
N2 0.2026 0.4547 -0.0735  -0.311
P1 -1.9626 -0.0937 0.2119  -0.151
S1 -2.4199 -1.8107 -0.5682  0.183
Cl1 -3.0788 1.3622 -0.4244  0.360
H1 0.4933 -1.3544 -1.2055  0.111
H2 1.9055 -0.5090 -0.3251  0.041
H3 0.7086 -1.2997 0.8140  0.095
H4 1.3338 1.1728 -1.5983  0.061
H5 -0.3903 1.2624 -2.0568  0.066
H6 0.1785 2.5196 -1.0035  0.102
H7 -1.9937 0.7064 2.4141  0.085
H8 -1.6188 -0.8988 2.0963  0.029